[1]
ORCA calculation (ωB97M-V with the def2-TZVPD basis set) on an isolated molecule of C2HClN2O2.

Calculated values
* LUMO: 0.7 eV
* SMILES string: O=c1[nH]nc(Cl)o1
* ΔE to the lowest compared entry with this formula, charge and spin: 0.30 kcal/mol
* highest occupied orbital energy: -9.796 eV
* HOMO-LUMO gap: 10.45 eV
* strongest force on any atom: 1.4 eV/A
* E: -21687.35216 eV

```
8
Properties=species:S:1:pos:R:3:forces:R:3
C 0.61062 0.13680 0.00291 0.08 0.54 -0.04
C -1.54489 -0.25406 0.00426 -0.42 0.73 -0.10
H -1.87312 1.84677 0.01243 -0.46 0.48 0.00
N 0.12114 1.31662 -0.00202 0.31 -0.21 0.04
N -1.23399 1.09132 -0.00183 0.33 -1.39 0.01
O -2.59629 -0.82339 -0.00386 0.55 0.15 0.05
O -0.28825 -0.86244 0.00232 -0.18 -0.33 0.04
Cl 2.25559 -0.26542 -0.00096 -0.22 0.04 0.01
```
Positions in Å, forces in eV/Å.

These are the Mulliken partial charges, in e, on atoms 1 to 4: 0.559 0.528 0.217 -0.563

---

[2]
ORCA calculation (ωB97M-V with the def2-TZVPD basis set) on an isolated molecule of C3H8O.

Calculated values
* LUMO: 1.1 eV
* SMILES string: CC(C)O
* ΔE to the lowest compared entry with this formula, charge and spin: 5.05 kcal/mol
* highest occupied orbital energy: -10.281 eV
* HOMO-LUMO gap: 11.37 eV
* strongest force on any atom: 1.1 eV/A
* E: -5287.93129 eV

```
12
Properties=species:S:1:pos:R:3:forces:R:3
C 1.41392 -0.05118 0.24439 0.36 -0.32 0.11
C 0.00634 -0.20610 -0.30289 -0.80 -0.77 0.04
C -0.66142 1.13419 -0.55265 -0.27 -0.59 0.05
O -0.81836 -1.00703 0.57900 0.15 0.50 0.39
H 1.64089 0.98190 0.48109 0.09 0.22 0.02
H 2.19041 -0.43628 -0.41181 -0.02 0.12 -0.29
H 1.52567 -0.63569 1.15324 -0.12 -0.04 0.19
H -0.03751 -0.83063 -1.20393 0.35 0.34 0.00
H -0.13799 1.67180 -1.34445 0.08 0.33 0.34
H -0.70502 1.64811 0.41704 0.16 0.38 -0.42
H -1.68521 0.96687 -0.88579 -0.03 0.03 -0.01
H -0.88968 -0.54909 1.43497 0.05 -0.20 -0.42
```
Positions in Å, forces in eV/Å.

These are the Mulliken partial charges, in e, on atoms 1 to 4: -1.143 0.398 -1.298 -0.566

---

[3]
ORCA calculation (ωB97M-V with the def2-TZVPD basis set) on a structure of composition C26H23FeNO2S.

Calculated values
* LUMO (spin up / spin down): 4.4 / 1.3 eV
* <S²>: 6.0739
* net charge: -2
* spin multiplicity: 5
* highest occupied orbital energy (spin up / spin down): 2.601 / -1.699 eV
* HOMO-LUMO gap (spin up / spin down): 1.82 / 2.99 eV
* strongest force on any atom: 3.5 eV/A
* E: -78132.92840 eV

```
54
Properties=species:S:1:pos:R:3:forces:R:3
C -1.57682 -3.48768 3.28478 0.10 0.14 -0.22
C -0.29911 -4.05404 3.31636 -0.06 0.10 -0.34
C 0.58154 -3.86491 2.24557 -0.04 0.18 0.02
C 0.18331 -3.10736 1.13766 -0.15 0.20 0.27
S 1.28035 -2.83809 -0.27939 -0.86 0.70 0.93
C 2.06141 -1.32490 -0.01787 0.67 -0.30 0.30
C 3.23467 -0.97592 -0.72199 -0.85 -0.18 0.44
C 3.94677 0.20692 -0.33533 0.49 0.20 -0.31
C 5.01626 0.67953 -1.07884 -0.52 -0.12 0.54
C 5.44451 -0.01975 -2.22130 0.53 0.32 -0.47
C 6.52301 0.48118 -3.02152 0.97 0.49 -0.75
N 7.39642 0.88774 -3.68823 -1.25 -0.60 1.00
C 4.80482 -1.21814 -2.58549 -0.38 -0.32 0.35
C 3.75135 -1.71110 -1.84184 0.37 0.10 -0.31
O 2.21023 -3.94052 -0.20107 0.48 -0.64 -0.53
O 0.38686 -2.74332 -1.42148 0.24 -0.37 -0.28
C -1.11009 -2.58927 1.09041 -0.06 0.18 0.08
C -1.98235 -2.74856 2.17028 0.32 -0.21 0.07
H -2.25927 -3.62375 4.12328 0.13 0.06 -0.18
H 0.01660 -4.64485 4.17834 -0.07 0.14 -0.23
H 1.57477 -4.30615 2.26900 -0.12 0.11 -0.08
H 1.79347 -0.83052 0.91774 0.03 -0.14 -0.35
H 3.61451 0.71708 0.57406 0.16 -0.03 -0.37
H 5.54132 1.59266 -0.77943 -0.20 -0.33 -0.10
H 5.15980 -1.77131 -3.45891 -0.08 0.16 0.28
H 3.32704 -2.68085 -2.10185 -0.03 0.37 0.04
H -1.42669 -2.04754 0.20179 0.05 -0.05 0.13
H -2.97400 -2.29545 2.12907 0.16 -0.18 0.04
C -0.11325 0.68036 -2.58908 -0.07 0.03 -0.54
C -0.21624 0.84543 -1.13122 0.13 0.58 0.68
C -1.44066 0.95506 -0.46405 -0.05 -0.38 0.88
C -1.64774 0.79337 0.99295 2.81 -1.40 -1.51
C -3.04476 0.58548 1.23195 -2.60 -1.24 -0.82
C -3.75874 0.74040 -0.02488 -0.16 -0.58 1.71
C -2.80549 1.02608 -1.05502 0.95 -2.50 -1.86
Fe -2.66850 2.32828 0.38271 -0.09 0.25 0.30
C -3.84964 3.84448 -0.10255 0.31 1.65 0.29
C -2.47244 4.11020 -0.47281 -0.68 1.39 0.45
C -1.65599 3.99384 0.72247 -0.92 0.73 0.38
C -2.53125 3.65478 1.83200 -0.31 2.11 0.33
C -3.88885 3.56412 1.32120 0.64 1.18 -0.02
H 0.49642 1.47032 -3.04303 -0.05 0.00 -0.04
H 0.35481 -0.27215 -2.86368 0.02 -0.01 0.16
H -1.11067 0.70116 -3.03894 0.22 0.00 -0.13
H 0.69861 0.88988 -0.53961 -0.28 -0.15 -0.18
H -0.80893 0.65387 1.67034 -0.38 -0.17 0.00
H -3.48645 0.29692 2.18499 0.05 0.02 -0.21
H -4.83315 0.61605 -0.15771 0.38 0.19 0.15
H -2.96837 1.12889 -2.12456 -0.19 -0.32 0.32
H -4.71077 3.94273 -0.75975 0.23 -0.23 0.14
H -2.13346 4.46367 -1.44359 -0.04 -0.32 0.17
H -0.60173 4.24828 0.79705 -0.19 -0.43 -0.07
H -2.23568 3.58943 2.87690 -0.08 -0.11 -0.30
H -4.78779 3.40796 1.91411 0.34 -0.28 -0.23
```
Positions in Å, forces in eV/Å.

These are the Mulliken partial charges, in e, on atoms 1 to 4: -1.029 -0.337 -0.367 -0.175

---

[4]
ORCA calculation (ωB97M-V with the def2-TZVPD basis set) on a structure of composition H29O14.

Calculated values
* LUMO (spin up / spin down): -6.4 / -13.1 eV
* <S²>: 0.7556
* net charge: +2
* ΔE to the lowest compared entry with this formula, charge and spin: 59.54 kcal/mol
* spin multiplicity: 2
* highest occupied orbital energy (spin up / spin down): -16.821 / -16.208 eV
* HOMO-LUMO gap (spin up / spin down): 10.39 / 3.13 eV
* strongest force on any atom: 7.5 eV/A
* E: -29114.14892 eV

```
43
Properties=species:S:1:pos:R:3:forces:R:3
O 3.17412 -1.33041 2.36464 0.79 -3.61 1.14
H -0.45736 -2.85920 -3.48683 2.70 -5.14 1.37
O 2.13585 -2.91735 0.00098 -0.50 -2.07 7.14
H -3.00010 2.28692 -1.42436 -0.27 -1.13 0.43
H 1.22428 -3.12625 0.40833 1.99 0.30 -1.09
O -0.61100 -3.53143 0.07192 -0.13 -1.63 -0.41
H -3.95992 -1.07672 2.57705 1.64 -0.68 0.10
H -0.96560 -4.32597 -0.39570 0.76 0.47 0.61
O -3.40551 1.38386 -1.31635 -0.03 1.15 -0.57
H -3.07945 -0.50437 -0.30262 1.22 0.60 0.30
H -3.81751 1.24535 -2.19636 0.27 -0.24 0.42
O 3.11066 0.80804 1.35368 0.55 -2.16 -3.72
H 3.17831 -0.16710 0.93680 0.01 3.09 1.29
H 2.98380 0.53156 2.24813 -0.47 0.07 1.20
O -0.47152 2.96975 1.40806 1.11 0.89 3.78
H -3.24287 1.83573 3.25423 -1.67 0.09 1.46
H -2.77185 -2.20749 2.75936 -0.50 2.08 -0.80
O -2.72262 2.32208 2.66382 2.49 -1.36 -1.64
H -2.92339 3.21148 2.44319 -1.04 0.99 0.32
H 1.94672 -2.64988 -0.80796 -1.32 1.86 -5.91
O -0.86779 -2.12841 -3.75116 -3.27 4.48 -1.41
H -0.50058 -1.47034 -3.16580 0.42 0.48 -0.09
H 1.06185 2.09713 -0.03635 1.69 0.16 -0.49
O -2.26800 -0.30647 0.27598 -2.30 -0.67 -0.70
H 3.68962 -1.61391 3.19945 -1.12 0.43 -2.11
H 3.03334 -2.18141 1.79992 0.34 1.89 1.36
O 1.50855 2.30122 -3.31096 -4.80 -1.41 -1.26
H 0.11580 -0.34601 -0.53874 0.71 -0.76 -1.52
H -1.28863 -2.91110 -0.12097 -0.83 1.10 -0.21
O -2.97872 -1.25963 2.43686 -1.43 -1.05 0.67
H 1.52064 3.32069 0.61135 2.05 -1.93 -0.70
H 2.49068 1.63207 0.60780 0.39 0.68 1.60
O 1.35209 -0.89971 -2.67470 2.28 -1.22 0.87
H -2.63070 -0.54089 1.26966 0.30 -0.25 0.17
H 1.32395 0.03971 -2.49142 0.46 0.70 -0.25
O 0.31590 0.18181 0.21823 -1.81 0.39 1.36
H 2.32990 -1.19082 -2.54745 -2.50 0.97 -0.51
H -0.60810 0.11354 0.58840 1.97 0.55 -0.03
O 1.98328 2.52586 0.09476 -4.07 1.18 0.28
H 2.33479 2.49241 -3.63225 3.43 0.86 -1.05
H -0.33800 3.20797 2.45581 -0.60 -0.68 -3.89
H 0.97690 2.17504 -4.18775 1.30 0.36 2.42
H -0.66876 2.02819 1.48893 -0.21 0.19 0.05
```
Positions in Å, forces in eV/Å.

These are the Mulliken partial charges, in e, on atoms 1 to 4: -0.686 0.291 -0.584 0.340

---

[5]
ORCA calculation (ωB97M-V with the def2-TZVPD basis set) on the ion C6H8N with charge +1.

Calculated values
* LUMO (spin up / spin down): -6.8 / -6.8 eV
* net charge: +1
* SMILES string: CC1=C[N@H+](C)C#C1
* ΔE to the lowest compared entry with this formula, charge and spin: 185.98 kcal/mol
* highest occupied orbital energy (spin up / spin down): -14.453 / -14.452 eV
* HOMO-LUMO gap (spin up / spin down): 7.61 / 7.61 eV
* strongest force on any atom: 5.5 eV/A
* E: -7827.62363 eV

```
15
Properties=species:S:1:pos:R:3:forces:R:3
C -0.59511 -1.20270 -0.94723 3.76 -1.27 -0.41
C 0.66519 -1.38771 -0.97416 -4.86 -1.35 -2.29
C -0.06874 0.11237 0.59841 0.38 -0.42 0.75
C -1.18854 -0.23875 -0.04741 0.99 -1.25 -0.88
C -2.52106 0.24313 0.07914 -0.73 2.27 0.21
C 2.21066 0.31679 -0.27249 0.59 3.40 0.14
N 1.12017 -0.63614 0.10090 1.50 0.62 1.60
H 0.15211 0.67766 1.45923 -0.37 0.89 0.86
H -3.37269 -0.39396 0.15097 -0.10 -1.01 0.29
H -2.72153 0.86582 -0.78578 -0.08 0.18 -0.40
H -2.47246 0.95153 0.89672 -0.59 0.09 0.39
H 1.71873 1.31725 -0.00682 1.37 -1.14 -0.36
H 3.20625 0.24106 0.24451 -1.34 -0.50 -0.17
H 2.39789 0.37853 -1.35548 -0.35 -0.59 0.49
H 1.46915 -1.24488 0.85948 -0.18 0.08 -0.22
```
Positions in Å, forces in eV/Å.

These are the Mulliken partial charges, in e, on atoms 1 to 4: 0.037 -0.309 -0.722 0.731

---

[6]
ORCA calculation (ωB97M-V with the def2-TZVPD basis set) on a structure of composition C16H29Br3INO6.

Calculated values
* LUMO: -0.3 eV
* highest occupied orbital energy: -9.225 eV
* HOMO-LUMO gap: 8.92 eV
* strongest force on any atom: 5.3 eV/A
* E: -249060.92377 eV

```
56
Properties=species:S:1:pos:R:3:forces:R:3
C 1.51028 0.02410 -1.58679 0.47 -0.62 -0.57
C 0.72028 -1.18182 -2.30312 1.07 0.42 -0.76
C -0.16915 -0.61457 -3.50833 -0.83 -1.10 0.18
C -1.53876 0.11895 -3.02248 1.66 -0.17 -1.90
O -1.91184 -0.40434 -1.73085 -0.97 1.75 -0.51
C -2.94368 0.35819 -1.08716 -0.05 1.32 0.46
C -2.39115 1.50694 -0.10378 0.16 0.41 -0.30
C -1.75917 2.78263 -0.84644 0.60 -0.26 0.61
C -4.04401 0.99640 -2.05746 -0.48 -0.74 0.77
C -4.88555 -0.04846 -2.92922 -3.62 3.00 -2.06
O -5.88332 0.41817 -3.54983 4.19 -2.08 2.59
I -4.47228 -2.16070 -3.18520 -0.01 0.80 0.21
O -3.68165 -0.58542 -0.22122 2.33 -1.11 0.57
C -2.80722 -1.55445 0.31870 1.12 -4.34 -0.44
O -2.66773 -2.72833 -0.12397 -1.15 4.96 1.26
O -2.06541 -1.22194 1.47983 -0.95 0.13 -2.50
C -0.84613 -1.99439 1.58962 1.95 -0.71 1.71
C 0.02756 -1.26122 2.74788 -1.00 -0.25 0.01
N 0.08492 0.19642 2.43496 0.68 0.15 0.62
C 1.08872 0.92159 3.27112 -0.25 0.71 0.09
C 2.62490 0.59889 2.90058 -1.36 -0.17 0.60
C 3.31732 0.04386 4.25000 -0.52 0.22 -1.20
O 3.24561 1.81411 2.40935 -0.19 -0.65 0.08
H 0.96934 0.44549 -0.66953 0.80 -0.55 -1.29
H 1.68448 0.83205 -2.39258 -0.36 -1.01 1.42
H 2.56392 -0.37261 -1.32367 -1.93 0.92 -0.08
H 1.53259 -1.84688 -2.79242 -1.30 0.99 0.71
H 0.15926 -1.87161 -1.58264 0.53 1.24 -1.10
H 0.42825 0.08622 -4.20553 -0.88 -1.02 1.32
H -0.46889 -1.52180 -4.15532 0.35 1.38 0.95
H -2.30439 -0.10554 -3.85660 0.82 0.34 1.56
H -1.32337 1.23876 -3.04935 -0.51 -1.36 0.54
H -1.58199 1.08120 0.59717 -1.37 0.46 -1.15
H -3.28219 1.86410 0.52330 1.21 -0.70 -0.86
H -2.36278 3.17631 -1.72917 0.87 -0.65 1.14
H -1.69162 3.63269 -0.08427 -0.05 -1.15 -1.06
H -0.67583 2.51393 -1.14658 -1.79 0.59 0.18
H -3.65918 1.81151 -2.75535 -0.34 -1.39 0.90
H -4.81121 1.51919 -1.36678 1.11 -0.98 -1.16
H -1.01189 -3.08774 1.90779 -0.18 1.71 -0.53
H -0.21102 -2.02690 0.64345 -1.22 0.40 0.99
H 1.07303 -1.74400 2.81771 -1.55 0.91 -0.43
H -0.44138 -1.39877 3.79353 0.47 -0.13 -1.47
H -0.81790 0.66489 2.64988 0.71 -0.97 -0.32
H 0.91817 2.04885 3.07178 0.36 -1.75 0.39
H 0.85551 0.74560 4.38917 0.60 0.19 -1.42
H 2.62188 -0.16448 2.05071 0.11 0.80 1.29
H 2.90408 0.63593 5.13311 0.91 -0.68 -1.16
H 4.45068 0.10810 4.15287 -1.54 -0.23 0.34
H 2.94115 -1.03926 4.37194 0.82 1.59 -0.15
H 2.81413 2.08097 1.56886 0.29 -0.48 0.81
C 5.69966 -1.15888 -0.38909 0.13 -0.04 0.00
Br 4.05233 -1.91113 0.30823 0.42 -0.01 -0.06
Br 5.36871 0.09340 -1.83292 0.09 -0.21 0.30
Br 6.78048 -0.37068 1.01448 -0.28 -0.13 -0.27
H 6.27348 -1.98350 -0.80840 -0.18 0.22 0.11
```
Positions in Å, forces in eV/Å.

These are the Mulliken partial charges, in e, on atoms 1 to 4: 0.514 -0.313 -0.977 -0.337